Molecular formula: C4H6N5O4
Method: DFT, wB97M-V/def2-TZVPD

```
19
Properties=species:S:1:pos:R:3:forces:R:3
C 2.20028 1.90893 -0.00651 1.031 -2.301 -1.136
C 2.23762 0.46985 0.24238 -0.267 -2.799 1.646
N 3.28748 -0.17916 0.72232 -1.465 0.695 -1.303
O 2.92431 -1.51233 0.74351 1.054 0.502 0.159
N 1.70057 -1.69313 0.35464 -1.330 -2.629 0.527
C 1.17383 -0.56803 0.13380 0.701 4.031 -0.684
N -0.20024 -0.29225 -0.19633 2.172 -1.790 -0.207
N -0.98311 -1.24898 -0.51695 -3.109 -1.443 -1.062
O -0.76763 -2.42726 -0.68479 0.450 1.759 0.300
C -2.45031 -0.77263 -0.73255 -1.085 1.397 0.478
N -2.94962 0.08880 0.46779 -0.616 -2.897 -0.563
O -2.17180 0.87838 0.86717 2.297 3.033 1.043
O -4.00681 -0.15003 0.93706 -1.010 -0.294 -0.312
H 1.85521 2.38648 0.80746 -1.288 1.845 2.981
H 3.23180 2.13843 -0.11027 0.683 0.984 -0.823
H 1.52413 2.06193 -0.80072 -0.194 0.762 -1.351
H -0.79757 0.50732 0.06737 0.536 0.892 0.548
H -3.17628 -1.56887 -0.75128 0.517 -0.772 -0.295
H -2.63189 -0.02745 -1.54411 0.924 -0.975 0.054
```
Forces are in eV/Å.

- total charge = +1
- E_tot (eV) = -19868.6169
- ΔE to the lowest compared entry with this formula, charge and spin (kcal per mole) = 62.78
- maximum force (Eh/bohr) = 0.08066

Atomic partial charges in e from the Löwdin method, atoms 1 to 2: number 1, C, carries 0.017; number 2, C, carries -0.214

***

Molecular formula: C4H4O5Sm
Method: DFT, wB97M-V/def2-TZVPD

```
14
Properties=species:S:1:pos:R:3:forces:R:3
O -3.02849 -1.83987 0.35367 1.625 0.432 0.544
C -1.81854 -1.61304 0.21752 -2.862 -0.513 -1.382
O -0.87558 -2.44204 0.43576 2.657 -0.710 0.211
O -1.48785 -0.44414 -0.37591 0.460 0.948 -0.199
C -0.30614 -0.32937 -1.23936 0.101 -0.417 0.169
H -0.66085 -0.58397 -2.25515 -0.079 0.026 0.184
C 0.07559 1.14295 -1.25029 0.193 0.176 -0.077
H -0.79847 1.81382 -1.15040 0.262 -0.320 -0.043
H 0.78541 1.39843 -0.44719 -0.192 0.123 -0.070
H 0.57150 1.38198 -2.20506 -0.063 -0.014 0.261
C 2.06795 1.21801 2.76381 -0.754 0.266 0.579
O 2.88019 0.57396 2.24249 0.201 -0.180 -0.336
O 1.24556 1.82622 3.30775 0.463 -0.143 -0.317
Sm 1.34972 -2.10293 -0.39766 -2.011 0.327 0.478
```
Forces are in eV/Å.

- E_tot (eV) = -32352.7854
- ΔE to the lowest compared entry with this formula, charge and spin (kcal per mole) = 9.16
- maximum force (Eh/bohr) = 0.06262
- multiplicity = 7

Atomic partial charges in e from the Löwdin method, atoms 1 to 2: number 1, O, carries 0.030; number 2, C, carries -0.795

***

Molecular formula: C3H5FN2
Method: DFT, wB97M-V/def2-TZVPD

```
11
Properties=species:S:1:pos:R:3:forces:R:3
F -1.67468 -0.07062 -0.63958 0.688 1.066 2.089
C -0.80793 0.02060 0.53931 -1.024 -0.794 0.951
C 0.12986 -1.16445 0.28937 4.268 -2.828 4.487
N 1.29424 -0.77941 -0.18021 -3.867 0.503 -0.951
N 0.98044 0.55219 -0.65236 1.756 0.285 0.181
C 0.23778 1.13213 0.46927 0.517 1.889 1.260
H -1.37661 0.09105 1.56411 0.569 -0.652 -2.365
H 0.42562 -2.17105 1.07729 -1.991 2.762 -2.661
H 1.88941 0.94048 -0.75796 0.632 0.843 -0.325
H 0.98376 1.18563 1.40554 -1.932 -0.778 -1.468
H -0.13106 2.25042 0.50749 0.384 -2.297 -1.196
```
Forces are in eV/Å.

- E_tot (eV) = -8885.9832
- ΔE to the lowest compared entry with this formula, charge and spin (kcal per mole) = 72.92
- maximum force (Eh/bohr) = 0.13240

Atomic partial charges in e from the Löwdin method, atoms 1 to 2: number 1, F, carries -0.068; number 2, C, carries -0.272

***

Molecular formula: C13H14Cl6N2O6S2
Method: DFT, wB97M-V/def2-TZVPD

```
43
Properties=species:S:1:pos:R:3:forces:R:3
O 0.16338 2.44557 -4.06063 -0.410 1.110 1.007
S 0.58445 1.94795 -2.78703 -3.163 -3.121 -3.516
O 1.92768 1.94258 -2.47642 4.156 0.397 0.980
N 0.05630 0.38931 -2.78031 -1.833 1.592 -1.510
H -1.02609 0.46926 -2.95155 2.778 -1.143 0.798
C 0.75789 -0.45746 -1.86466 -3.791 -2.166 2.289
C 0.50554 -1.90959 -2.11116 -7.419 0.104 6.639
C 0.61260 -2.79759 -3.02325 5.712 -0.742 -6.551
C 0.14606 -4.11932 -3.05927 0.757 2.104 0.712
C -0.65904 -4.46209 -2.03303 -0.405 -9.050 -5.288
C -1.13680 -3.85852 -1.02531 -1.582 9.904 5.033
C -0.73166 -2.46872 -1.11271 3.111 3.141 0.469
C -0.99127 -1.05307 -0.15723 -0.210 -12.438 2.929
N -1.00407 -1.75554 1.35341 -6.762 6.084 -4.060
S -1.51448 -0.47527 2.35359 9.230 -4.613 0.435
O -1.60075 -1.18847 3.55181 -2.482 -0.258 2.623
O -2.20133 0.52940 1.74012 -3.621 2.030 -1.923
O 0.14475 0.23512 2.56855 -2.814 -0.711 1.912
C 0.45222 0.28441 4.04917 -4.846 -0.938 -4.819
C 0.23555 1.55266 4.58916 -3.323 2.717 2.171
Cl -1.70321 1.85908 4.35922 2.067 0.341 0.874
Cl 1.10677 2.82424 3.79146 -0.059 0.096 0.470
Cl 0.59883 1.44711 6.34163 -0.150 0.379 -0.564
H 0.29673 -0.62461 4.50166 -1.969 -1.492 1.670
H 1.35776 0.16967 3.90199 9.471 -0.380 -0.774
H -0.26112 -2.23203 1.68283 3.347 -1.516 1.109
H -1.87214 -0.66129 -0.36642 -4.094 1.662 -0.459
C 0.09650 -0.33005 -0.26749 9.702 8.955 -3.634
H 1.10060 -0.38416 0.28353 -2.103 -0.827 0.073
H -0.12319 0.83162 -0.23999 0.406 -2.581 0.388
H -1.88677 -4.05471 -0.25803 0.282 -0.752 -0.484
H -1.14578 -5.49598 -2.12889 1.229 0.820 -0.043
H 0.57794 -4.81155 -3.72662 -0.134 -0.632 -0.826
H 1.45370 -2.35710 -3.81583 -2.110 -1.843 1.122
H 1.77608 -0.26232 -1.94529 1.676 0.727 0.290
O -0.23236 2.39531 -1.54334 -1.023 4.020 0.148
C 0.12321 3.82789 -1.18343 12.507 -9.578 2.285
C 0.79924 3.57291 0.35860 -6.971 2.467 -2.021
Cl 0.97860 5.18524 0.97411 0.354 0.643 0.482
Cl -0.85793 2.85258 1.08886 1.442 0.893 0.091
Cl 2.06152 2.59878 0.65941 1.964 -1.648 -0.286
H 1.43929 3.84079 -1.76548 -4.196 0.865 1.295
H -0.40521 4.55801 -1.46573 -4.719 5.378 -1.536
```
Forces are in eV/Å.

- E_tot (eV) = -125763.9690
- ΔE to the lowest compared entry with this formula, charge and spin (kcal per mole) = 315.50
- maximum force (Eh/bohr) = 0.30956

Atomic partial charges in e from the Löwdin method, atoms 1 to 2: number 1, O, carries -0.235; number 2, S, carries 0.473

***

Among the records above, which one has the highest E_tot? C3H5FN2

***

Copy entry 1 word for word.
Molecular formula: C4H6N5O4
Method: DFT, wB97M-V/def2-TZVPD

```
19
Properties=species:S:1:pos:R:3:forces:R:3
C 2.20028 1.90893 -0.00651 1.031 -2.301 -1.136
C 2.23762 0.46985 0.24238 -0.267 -2.799 1.646
N 3.28748 -0.17916 0.72232 -1.465 0.695 -1.303
O 2.92431 -1.51233 0.74351 1.054 0.502 0.159
N 1.70057 -1.69313 0.35464 -1.330 -2.629 0.527
C 1.17383 -0.56803 0.13380 0.701 4.031 -0.684
N -0.20024 -0.29225 -0.19633 2.172 -1.790 -0.207
N -0.98311 -1.24898 -0.51695 -3.109 -1.443 -1.062
O -0.76763 -2.42726 -0.68479 0.450 1.759 0.300
C -2.45031 -0.77263 -0.73255 -1.085 1.397 0.478
N -2.94962 0.08880 0.46779 -0.616 -2.897 -0.563
O -2.17180 0.87838 0.86717 2.297 3.033 1.043
O -4.00681 -0.15003 0.93706 -1.010 -0.294 -0.312
H 1.85521 2.38648 0.80746 -1.288 1.845 2.981
H 3.23180 2.13843 -0.11027 0.683 0.984 -0.823
H 1.52413 2.06193 -0.80072 -0.194 0.762 -1.351
H -0.79757 0.50732 0.06737 0.536 0.892 0.548
H -3.17628 -1.56887 -0.75128 0.517 -0.772 -0.295
H -2.63189 -0.02745 -1.54411 0.924 -0.975 0.054
```
Forces are in eV/Å.

- total charge = +1
- E_tot (eV) = -19868.6169
- ΔE to the lowest compared entry with this formula, charge and spin (kcal per mole) = 62.78
- maximum force (Eh/bohr) = 0.08066

Atomic partial charges in e from the Löwdin method, atoms 1 to 2: number 1, C, carries 0.017; number 2, C, carries -0.214

***

Among the records above, which one has the lowest ΔE to the lowest compared entry with this formula, charge and spin? C4H4O5Sm